{"formula": "C40H62Cl2GeN4P3Pd", "method": "wB97M-V/def2-TZVPD", "total_energy_ha": -5929.7551, "total_charge": 0, "relative_energy_kj_mol": 92.9, "lumo_ha": [0.0174, 0.0078], "spin_multiplicity": 2, "elements": ["Pd", "C", "C", "C", "P", "C", "N", "Ge", "N", "C", "P", "C", "C", "C", "C", "C", "C", "C", "C", "C", "C", "C", "C", "N", "C", "C", "C", "C", "C", "C", "C", "C", "C", "C", "C", "C", "N", "C", "P", "C", "C", "C", "C", "C", "C", "C", "C", "C", "H", "H", "H", "H", "H", "H", "H", "H", "H", "H", "H", "H", "H", "H", "H", "H", "H", "H", "H", "H", "H", "H", "H", "H", "H", "H", "H", "H", "H", "H", "H", "H", "H", "H", "H", "H", "H", "H", "H", "H", "H", "H", "H", "H", "H", "H", "H", "H", "H", "H", "H", "H", "H", "H", "H", "H", "H", "H", "H", "H", "Cl", "C", "Cl", "H", "H"], "xyz": [[1.04217, 0.99075, 0.11284], [0.96731, 2.69497, 3.49650], [1.64031, 1.35137, 3.73840], [1.12220, 0.76368, 5.05603], [1.53951, 0.23960, 2.22689], [0.25531, -1.01170, 2.77079], [-0.38979, -1.73751, 1.70370], [-0.64448, -0.76631, 0.01745], [-2.32535, 0.09511, 0.39926], [-2.30927, 1.47977, 0.82622], [-1.04047, 2.44396, -0.10498], [-0.95750, 4.06143, 0.81429], [-0.29317, 5.12336, -0.06654], [-2.20730, 4.57875, 1.52567], [-1.98966, 2.84859, -1.67099], [-3.19733, 3.77912, -1.51025], [-2.47058, 1.57758, -2.37313], [-3.24639, -0.73022, 1.00827], [-4.27764, -0.29666, 1.85108], [-5.14188, -1.20588, 2.44365], [-4.99332, -2.56819, 2.24306], [-3.96539, -3.01489, 1.42307], [-3.12102, -2.11621, 0.80177], [-2.03523, -2.55476, -0.06333], [-1.23433, -3.58804, 0.55706], [-1.25580, -4.92160, 0.21702], [-0.51404, -5.83659, 0.96321], [0.22236, -5.39161, 2.04702], [0.28739, -4.03937, 2.36934], [-0.40244, -3.10325, 1.59896], [-2.40451, -2.75489, -1.44108], [-3.46856, -3.52818, -1.85275], [-3.74110, -3.68008, -3.20910], [-2.93496, -3.03943, -4.13519], [-1.87141, -2.24059, -3.73274], [-1.58461, -2.08053, -2.37341], [-0.58634, -1.28515, -1.86513], [0.30016, -0.62616, -2.79574], [1.72723, 0.21790, -1.98115], [2.21082, 1.45821, -3.28945], [2.39810, 0.93081, -4.71008], [1.21868, 2.61896, -3.28567], [3.07667, -1.08112, -2.08876], [4.44240, -0.39504, -2.04781], [3.00349, -2.15523, -3.17341], [3.13979, -0.70668, 2.44670], [3.55021, -1.14448, 3.84860], [3.11309, -1.91127, 1.51256], [1.06191, 3.33263, 4.37953], [-0.09999, 2.55508, 3.30271], [1.41116, 3.21000, 2.64469], [2.71807, 1.52686, 3.83376], [0.03140, 0.73166, 5.05854], [1.42531, 1.40304, 5.88877], [1.48590, -0.24095, 5.25770], [-0.50543, -0.43487, 3.31042], [0.70149, -1.68971, 3.50031], [-2.07314, 1.57579, 1.89980], [-3.29099, 1.94144, 0.67535], [-0.22858, 3.82624, 1.58782], [-0.93068, 5.44205, -0.89117], [0.64202, 4.75134, -0.49065], [-0.05893, 6.00739, 0.53043], [-2.95112, 4.97594, 0.83848], [-1.92307, 5.38689, 2.20476], [-2.68347, 3.80164, 2.12562], [-1.25391, 3.35323, -2.30187], [-3.89941, 3.39728, -0.76620], [-3.73417, 3.82810, -2.46090], [-2.92777, 4.79605, -1.23566], [-3.32749, 1.15291, -1.84723], [-1.71502, 0.79764, -2.40617], [-2.78416, 1.81694, -3.39180], [-4.40561, 0.75618, 2.05997], [-5.93207, -0.83539, 3.08522], [-5.65607, -3.27430, 2.72439], [-3.79519, -4.07579, 1.28021], [-1.86327, -5.25384, -0.61552], [-0.53525, -6.88763, 0.70911], [0.77267, -6.10142, 2.65228], [0.88968, -3.72768, 3.21261], [-4.09833, -4.00411, -1.11143], [-4.57596, -4.28657, -3.53267], [-3.14011, -3.14693, -5.19326], [-1.28033, -1.72798, -4.47892], [-0.22202, 0.15273, -3.37256], [0.68004, -1.33534, -3.53427], [3.17056, 1.84446, -2.93132], [1.47027, 0.51155, -5.10668], [3.16927, 0.16631, -4.76967], [2.69311, 1.74955, -5.37109], [0.23333, 2.28599, -3.62049], [1.54883, 3.40616, -3.96775], [1.11305, 3.04235, -2.28666], [2.96049, -1.61614, -1.14936], [4.69257, 0.06260, -3.00657], [5.22653, -1.11755, -1.81184], [4.46395, 0.38780, -1.28381], [3.01386, -1.75205, -4.18513], [2.11381, -2.77551, -3.06231], [3.87009, -2.81423, -3.07449], [3.88792, 0.00662, 2.07801], [2.81816, -1.82578, 4.28910], [3.69313, -0.30811, 4.53205], [4.49502, -1.69027, 3.78900], [2.43094, -2.67988, 1.87990], [4.10177, -2.36576, 1.41393], [2.76245, -1.59904, 0.53413], [5.81134, 3.78548, -0.76753], [4.74912, 3.09676, 0.46778], [3.04216, 3.38844, 0.11847], [4.98725, 3.54857, 1.42289], [4.89961, 2.02285, 0.48853]], "forces_ev_per_angstrom": [[-0.85, 0.02, -0.27], [0.02, -0.02, -0.01], [-0.03, -0.08, 0.01], [0.02, 0.01, -0.04], [0.22, -0.07, 0.67], [-0.09, -0.13, 0.02], [0.21, 0.04, -0.25], [0.01, 0.42, 0.00], [0.02, -0.10, 0.01], [0.01, 0.01, 0.00], [0.22, -0.04, -0.08], [0.06, -0.04, -0.02], [-0.03, -0.03, 0.03], [0.00, 0.00, -0.01], [-0.05, 0.10, 0.15], [0.06, -0.03, 0.01], [0.07, -0.04, 0.05], [0.04, -0.03, -0.01], [0.00, 0.04, 0.01], [0.00, -0.04, 0.01], [-0.04, 0.03, 0.03], [0.14, -0.03, -0.09], [-0.20, -0.02, 0.11], [-0.04, 0.08, 0.12], [0.26, -0.15, 0.13], [-0.09, 0.07, -0.01], [0.01, -0.07, 0.01], [-0.01, 0.06, -0.01], [0.02, -0.11, 0.02], [-0.22, 0.19, -0.13], [0.16, 0.09, -0.35], [-0.01, 0.03, 0.06], [-0.01, 0.00, -0.03], [0.00, 0.00, 0.04], [-0.06, -0.02, -0.03], [-0.08, 0.05, 0.22], [0.21, -0.32, 0.27], [-0.14, 0.07, -0.10], [0.36, -0.15, -0.34], [-0.06, -0.01, 0.04], [-0.01, -0.03, 0.01], [0.03, -0.02, 0.00], [-0.06, 0.09, 0.04], [-0.02, -0.02, 0.04], [0.01, 0.04, -0.02], [-0.06, -0.03, -0.16], [-0.05, 0.02, 0.03], [0.01, 0.04, 0.03], [0.00, 0.01, -0.01], [0.00, 0.02, -0.01], [-0.03, -0.01, -0.02], [-0.01, 0.03, 0.02], [0.00, 0.00, 0.01], [0.01, 0.00, 0.00], [0.01, -0.01, 0.01], [0.03, 0.01, 0.02], [0.02, 0.01, 0.01], [-0.03, 0.03, 0.00], [0.00, -0.03, -0.01], [-0.03, -0.03, 0.03], [-0.03, 0.00, -0.01], [-0.01, 0.02, -0.02], [0.01, 0.00, -0.01], [0.00, -0.01, 0.01], [-0.01, 0.01, 0.00], [0.00, 0.02, 0.01], [0.00, -0.02, -0.05], [-0.01, 0.02, -0.02], [0.00, 0.00, 0.00], [0.02, 0.00, 0.00], [0.00, 0.00, -0.01], [-0.04, 0.04, 0.00], [0.01, -0.02, -0.02], [0.02, 0.01, -0.03], [0.00, -0.01, 0.00], [0.01, 0.00, -0.01], [-0.02, 0.00, 0.01], [0.00, 0.00, 0.00], [-0.01, 0.01, -0.01], [0.00, 0.00, -0.01], [-0.02, 0.02, 0.00], [0.00, 0.00, -0.01], [0.00, 0.00, 0.01], [0.00, 0.00, 0.00], [0.01, 0.00, 0.01], [0.03, -0.04, -0.03], [0.00, -0.03, 0.00], [0.00, 0.00, 0.02], [0.00, -0.02, 0.01], [0.02, 0.02, -0.03], [-0.01, 0.00, -0.01], [-0.02, 0.03, 0.00], [0.02, -0.01, 0.01], [-0.01, 0.01, 0.01], [0.00, 0.01, -0.04], [0.01, 0.01, 0.01], [-0.01, 0.00, 0.00], [0.02, 0.00, -0.01], [-0.01, -0.01, -0.01], [0.00, -0.01, 0.00], [0.00, -0.01, -0.01], [0.01, -0.02, -0.03], [0.00, 0.00, -0.01], [0.00, -0.02, 0.02], [0.01, 0.01, 0.01], [0.01, 0.01, 0.00], [0.01, 0.03, 0.00], [-0.03, -0.08, 0.03], [0.01, -0.03, 0.02], [0.00, -0.06, -0.02], [0.05, 0.19, 0.00], [0.02, 0.03, -0.01], [0.01, 0.00, 0.00]]}

***

{"formula": "C40H62F18O20S4", "method": "wB97M-V/def2-TZVPD", "total_energy_ha": -6456.5186, "total_charge": 0, "lumo_ha": 0.0052, "smiles": "CCOC(=O)C(F)(F)F.CCOC(=O)C(F)(F)F.CCOC(=O)C(F)(F)F.CCOC(=O)C(F)(F)F.CCOC(=O)C(F)(F)F.CCOC(=O)C(F)(F)F.O=S1(=O)CCCC1.O=S1(=O)CCCC1.O=S1(=O)CCCC1.O=S1(=O)CCCC1", "elements": ["C", "C", "C", "S", "O", "O", "C", "H", "H", "H", "H", "H", "H", "H", "H", "C", "C", "C", "S", "O", "O", "C", "H", "H", "H", "H", "H", "H", "H", "H", "C", "C", "C", "S", "O", "O", "C", "H", "H", "H", "H", "H", "H", "H", "H", "C", "C", "C", "S", "O", "O", "C", "H", "H", "H", "H", "H", "H", "H", "H", "C", "C", "O", "C", "O", "C", "F", "F", "F", "H", "H", "H", "H", "H", "C", "C", "O", "C", "O", "C", "F", "F", "F", "H", "H", "H", "H", "H", "C", "C", "O", "C", "O", "C", "F", "F", "F", "H", "H", "H", "H", "H", "C", "C", "O", "C", "O", "C", "F", "F", "F", "H", "H", "H", "H", "H", "C", "C", "O", "C", "O", "C", "F", "F", "F", "H", "H", "H", "H", "H", "C", "C", "O", "C", "O", "C", "F", "F", "F", "H", "H", "H", "H", "H"], "xyz": [[2.81640, 4.10474, -0.13018], [2.43628, 4.47983, -1.58000], [3.59557, 4.05773, -2.43319], [4.99567, 4.61102, -1.47744], [5.50366, 5.88196, -1.96309], [5.93473, 3.54641, -1.39216], [4.19756, 4.72007, 0.13035], [2.87364, 3.02648, 0.03332], [2.03091, 4.35794, 0.59486], [2.42843, 5.55841, -1.75349], [1.51333, 3.94233, -1.85770], [3.62690, 4.49205, -3.41349], [3.69341, 2.98563, -2.51259], [4.18472, 5.77244, 0.32420], [4.77157, 4.21901, 0.83497], [-0.08569, 0.01413, 5.50307], [-0.23199, 0.57034, 4.07475], [1.21029, 0.54757, 3.51185], [1.78579, -1.05522, 4.00075], [3.22859, -1.06852, 3.97954], [1.11722, -2.14839, 3.26658], [1.07833, -0.97146, 5.65644], [-1.01531, -0.35732, 5.87271], [0.24676, 0.83610, 6.19274], [-0.68343, 1.58166, 4.03058], [-0.88018, -0.01162, 3.43775], [1.87520, 1.22653, 4.07643], [1.23986, 0.81235, 2.46226], [1.82100, -0.57156, 6.33461], [0.74666, -1.97391, 5.96657], [7.23769, -0.53580, 0.58835], [6.19535, -1.66317, 0.70606], [4.91541, -1.08253, 1.23854], [4.89077, 0.56535, 0.63549], [4.80237, 1.55102, 1.67599], [4.02265, 0.62837, -0.51052], [6.57700, 0.63641, -0.04257], [8.18344, -0.80837, 0.15159], [7.65111, -0.19486, 1.54488], [6.51190, -2.45734, 1.37552], [6.03324, -2.13910, -0.26196], [4.91973, -0.85473, 2.30786], [4.01682, -1.60714, 0.93629], [6.89880, 1.62375, 0.19210], [6.43837, 0.56753, -1.10908], [1.10882, 0.14377, -2.67504], [-0.34151, 0.05767, -3.20401], [-1.18087, 0.69998, -2.11432], [-0.43742, 0.15164, -0.50298], [-1.11097, -1.06592, 0.00520], [-0.22999, 1.30444, 0.37698], [1.21086, -0.48149, -1.29300], [1.47923, 1.18266, -2.69524], [1.70532, -0.46657, -3.37978], [-0.55385, -0.98127, -3.38260], [-0.58591, 0.58533, -4.14240], [-2.21491, 0.35692, -2.06695], [-1.02267, 1.76863, -2.08351], [1.09024, -1.56811, -1.37325], [2.12198, -0.23155, -0.75101], [-4.27704, 0.37820, 0.51170], [-5.29277, 1.01293, 1.47978], [-5.59401, 0.21221, 2.62904], [-4.96051, 0.28657, 3.77370], [-4.17954, 1.10056, 4.16147], [-5.64328, -0.73006, 4.73305], [-6.84661, -0.27887, 5.16092], [-5.91049, -1.86196, 4.06955], [-4.95045, -0.96829, 5.83542], [-4.44956, 0.99991, -0.40540], [-4.59790, -0.63705, 0.19371], [-3.25057, 0.41457, 0.84994], [-6.30641, 1.05509, 0.98432], [-4.90630, 1.99831, 1.77094], [-5.14172, -1.15627, -8.31435], [-5.28378, 0.27513, -7.90512], [-4.31760, 0.52210, -6.79953], [-4.03448, 1.77301, -6.55521], [-4.38893, 2.77262, -7.19046], [-3.03569, 2.00720, -5.32822], [-3.27309, 3.20996, -4.79334], [-3.23230, 1.12338, -4.33168], [-1.78608, 1.91058, -5.76771], [-4.13410, -1.49439, -8.42428], [-5.70674, -1.27550, -9.23869], [-5.67268, -1.75474, -7.55176], [-6.25693, 0.47995, -7.40446], [-5.14317, 0.97352, -8.70255], [-2.48581, -2.29254, 4.00957], [-2.25052, -3.74565, 4.48362], [-3.12689, -4.09139, 5.59784], [-2.97787, -3.56057, 6.76525], [-2.10778, -2.79308, 7.08026], [-4.00765, -4.22479, 7.75004], [-5.12161, -4.72241, 7.26389], [-3.22193, -5.23178, 8.26699], [-4.31408, -3.29467, 8.66589], [-2.90382, -1.80744, 4.90139], [-3.32256, -2.32158, 3.23896], [-1.61308, -1.79214, 3.63418], [-1.16318, -3.87175, 4.71975], [-2.48166, -4.46942, 3.74769], [-1.77032, 4.14782, 1.64416], [-1.10728, 4.31524, 0.31243], [-0.50033, 5.65861, 0.26850], [-0.40696, 6.31147, -0.86902], [-0.67869, 5.91158, -1.95348], [0.18933, 7.68983, -0.56899], [-0.85074, 8.51208, -0.32467], [1.04675, 7.71672, 0.48776], [0.86839, 8.14631, -1.62525], [-0.99442, 4.07312, 2.42295], [-2.20878, 3.17566, 1.68747], [-2.51791, 4.96640, 1.80296], [-1.76866, 4.21790, -0.60014], [-0.25480, 3.61647, 0.21596], [1.02943, -4.30943, -3.93734], [2.47498, -4.36304, -3.53789], [3.16499, -3.12495, -3.84824], [4.03251, -2.65686, -2.96418], [4.04399, -2.91713, -1.79896], [5.01301, -1.57386, -3.60782], [4.41406, -0.39852, -3.75363], [6.00427, -1.41735, -2.71212], [5.44950, -2.04950, -4.77560], [0.96484, -3.89409, -4.95237], [0.37931, -3.71417, -3.28556], [0.67292, -5.33316, -4.04947], [2.98455, -5.11392, -4.11331], [2.68146, -4.64501, -2.49586], [1.14120, -4.23910, 0.07699], [-0.16045, -4.08546, 0.76126], [-1.14549, -4.16870, -0.29924], [-2.39163, -3.88199, -0.01793], [-2.81484, -3.62684, 1.06464], [-3.16966, -3.79018, -1.33490], [-2.48650, -3.03244, -2.17317], [-3.28202, -5.05662, -1.82037], [-4.34606, -3.28694, -1.19107], [1.88217, -4.37102, 0.82511], [1.27520, -3.36021, -0.57316], [1.05988, -5.12879, -0.54258], [-0.18754, -3.05468, 1.15712], [-0.44740, -4.86701, 1.51525]], "forces_ev_per_angstrom": [[-0.35, 0.13, 0.43], [-0.36, -0.69, 0.33], [0.26, -0.43, 0.16], [0.88, 0.83, -0.35], [-0.88, -0.35, 0.43], [1.14, -1.46, 0.02], [-1.54, 0.82, -1.72], [0.25, -0.16, -0.61], [0.35, 0.66, -0.13], [-0.93, 0.11, 0.48], [0.19, 0.71, -0.12], [0.07, 0.37, -0.41], [0.10, -0.41, 0.07], [-0.31, 0.70, 0.37], [1.13, -1.01, 1.15], [0.49, 1.63, 0.93], [0.81, 0.69, -0.04], [-0.93, 0.72, 0.59], [-0.01, -1.63, -1.10], [0.02, 0.02, 0.34], [0.29, 1.43, 0.76], [-0.43, -0.59, -0.66], [-0.54, -0.44, 0.32], [-0.83, -0.30, -0.74], [0.46, -0.42, 0.34], [-0.04, -0.45, -0.11], [-0.28, -0.15, -0.24], [0.31, -0.48, -0.29], [0.26, -0.20, 0.01], [0.32, 0.29, -0.23], [1.02, -0.01, 1.16], [0.86, -0.55, 0.02], [-0.17, 0.67, 0.88], [1.51, 0.70, -1.68], [-0.61, 0.13, 0.58], [-1.28, 0.32, -0.51], [-1.45, -0.15, -0.15], [0.04, -0.49, -0.98], [-0.70, -0.26, 0.51], [0.26, -0.06, 0.08], [-0.09, 0.20, -0.06], [0.03, -0.83, 0.12], [-0.14, 0.02, 0.06], [0.64, 0.61, 0.25], [0.03, -0.14, -0.38], [0.64, -0.25, -1.48], [0.15, 0.83, 0.48], [0.10, -1.08, 1.27], [1.37, -1.97, -0.23], [0.41, 1.87, -0.47], [-0.35, -0.88, -0.55], [-1.76, 0.58, -0.07], [-0.06, -0.37, 0.08], [0.16, 0.54, 0.35], [-0.49, -0.55, 0.18], [0.72, -0.16, 0.35], [0.00, 0.42, -0.05], [-0.39, 0.36, -0.17], [-0.17, 0.29, 0.21], [-0.31, 0.27, 0.16], [-1.78, 0.21, -0.86], [-0.25, -0.02, -0.83], [0.11, -0.73, -0.24], [-0.92, 0.64, 0.82], [0.64, -0.03, -0.28], [-1.08, -0.26, -0.06], [0.32, 0.43, -0.36], [0.47, -0.27, 0.34], [0.51, -0.21, -0.18], [0.70, -0.36, 0.56], [0.42, 0.44, 0.52], [0.14, -0.09, 0.04], [1.23, 0.35, 0.46], [-0.47, -0.16, 0.14], [-1.69, -0.22, 0.68], [-0.33, 0.22, 1.61], [-0.01, -0.08, -0.31], [0.04, 3.10, -0.86], [0.61, -2.53, 1.44], [-1.84, -0.17, -0.38], [0.51, -0.29, -0.47], [0.25, -0.21, -0.32], [0.21, 0.16, 0.21], [0.62, -0.05, -0.15], [0.18, -0.17, -0.12], [0.53, -0.09, -0.38], [0.46, -0.17, -0.72], [0.38, 0.53, -0.28], [-2.49, -1.21, 0.11], [1.58, 1.25, 0.40], [-0.29, -0.76, -1.67], [0.31, 0.22, 0.04], [-0.52, -0.05, 0.50], [2.09, 1.06, 0.11], [0.14, -0.16, -0.14], [-1.30, 0.50, 0.34], [-0.01, -0.86, 0.26], [0.44, 0.45, -0.42], [1.19, 0.25, 0.73], [0.31, -0.10, -0.13], [-0.97, -0.02, 0.43], [-0.41, -0.61, -0.73], [0.18, 0.85, 0.21], [0.60, 0.08, -1.58], [-0.50, -0.33, 0.70], [0.72, -0.86, 0.87], [-0.31, 0.08, -0.81], [0.49, 0.71, 0.02], [0.50, 0.05, 0.13], [-0.93, -0.11, -0.74], [-0.27, -0.02, 0.19], [-0.35, 0.67, -0.09], [-0.77, -0.64, -0.17], [0.67, -0.85, 0.22], [0.56, 0.07, 1.15], [-0.58, 0.26, -0.11], [-0.10, 0.36, -0.64], [0.38, -0.29, 0.77], [0.27, 0.13, -0.43], [-0.49, 0.87, -0.07], [0.47, -0.07, 0.19], [-0.87, -1.43, 1.50], [0.04, -0.04, -0.44], [0.12, 0.03, -0.95], [0.34, 0.65, 0.25], [0.01, 0.06, 0.22], [0.19, -0.29, 0.04], [-0.21, 0.03, 0.38], [0.22, -0.31, -0.55], [-0.43, 0.43, -0.16], [-0.65, -0.39, -0.90], [-1.19, 0.50, 0.84], [0.22, -0.29, -0.60], [0.80, 0.70, 0.26], [-0.83, -0.07, 0.52], [1.14, -1.44, 0.70], [0.28, 0.22, -1.00], [-0.04, 0.52, -0.34], [-1.70, 0.56, 0.22], [1.05, 0.15, 0.37], [0.42, -0.45, 0.38], [0.43, -0.16, -0.18], [-0.45, -0.67, 0.36], [0.60, 0.83, -0.52]]}